9
Properties=species:S:1:pos:R:3:forces:R:3 method="wB97M-V/def2-TZVPD" de_lowest_kj_mol=146.79 orbital_gap_ev=8.4 charge=+1 e_homo_ev=-15.848
O -1.738348 0.289363 0.820270 -0.6 -0.3 0.8
C -0.178679 -0.096564 -0.907239 -0.8 1.5 0.1
O -0.000067 1.710332 0.714001 1.0 2.1 -0.3
O 1.481796 -1.884149 1.246070 -3.4 -0.6 -3.7
C -0.742845 0.693596 0.350654 1.3 -0.4 -2.3
O 0.297718 -1.210458 -0.867960 0.4 0.9 -1.4
H -0.298731 0.389257 -1.909567 0.0 -0.4 0.5
H 0.481599 2.327417 0.050340 -1.2 -1.8 1.2
N 0.697558 -2.218794 0.503431 3.2 -0.9 5.1

84
Properties=species:S:1:pos:R:3:forces:R:3 method="wB97M-V/def2-TZVPD" de_lowest_kj_mol=18.68 orbital_gap_ev=6.8 charge=-1 e_homo_ev=-4.821
O 0.941683 -2.241683 -1.887888 0.0 0.3 0.1
N 4.024216 -4.035586 -1.818148 -0.9 0.8 -0.4
C 2.229904 -2.943189 0.014549 -0.4 0.1 0.1
H -0.191681 2.631184 4.881984 0.6 -0.4 0.3
H 2.645801 -5.270605 1.820145 -1.2 -0.9 -1.3
H 1.902172 2.704670 6.304165 -0.1 -0.4 -0.3
H 4.904958 -3.861975 1.825996 0.1 -0.2 0.7
C -2.905536 2.983356 -3.158334 2.1 -1.5 1.0
C 3.138307 1.705886 4.820122 -1.2 -0.2 -0.6
Te -0.989078 1.609266 2.057585 0.9 0.6 0.0
C -0.874818 2.149222 -2.212645 0.9 -0.7 1.9
C 2.896596 -3.502374 -2.238479 0.5 -0.8 -0.7
H 0.193822 2.363065 -1.967862 -0.9 -0.6 -0.1
C 3.368501 3.504225 -1.271643 0.2 0.9 0.4
C -0.870485 -2.210851 1.843563 0.2 0.5 -0.3
C 3.818225 -3.778088 1.873331 0.4 0.9 -0.1
H -0.849540 3.686414 -3.649065 -0.4 -0.4 0.3
C -2.702219 -2.474023 -4.402154 1.0 -0.6 -0.5
H 0.421769 -1.145950 3.098864 1.6 0.7 0.1
F -3.228176 -0.608097 -0.000270 0.3 0.3 0.0
H 5.273368 -4.500155 -0.294826 -0.3 0.7 0.5
Cd -0.272351 -0.495427 -0.822810 0.3 0.0 -0.4
H 3.555486 -2.875871 2.439651 0.1 -0.3 0.3
C -1.484344 5.130314 -0.447438 0.5 -1.5 1.2
C 1.901182 2.171344 5.346043 1.2 0.4 -0.2
C 1.981671 1.153143 2.788015 0.6 -0.8 0.4
H -3.396694 3.743301 -3.638285 -1.1 2.0 -1.1
C -1.455351 2.944483 -3.109868 -0.7 1.3 -1.8
C -3.698797 0.478478 -0.633548 -0.7 0.3 -0.2
H -3.371485 -1.858650 4.841440 0.3 0.1 -1.0
C -2.130207 -2.744774 1.770903 -0.8 -0.6 -0.5
C -0.530845 3.463621 1.058362 -0.9 -0.1 -0.5
H 3.187445 -4.275742 -4.304074 -0.4 0.1 0.8
C -3.595710 2.080512 -2.471297 -1.2 0.1 0.4
H 2.181320 -2.842869 -4.168781 -0.3 -0.3 0.2
H -2.561746 -3.382708 -4.985192 -0.3 0.2 0.0
C 2.416242 -3.791965 -3.663489 0.9 0.6 -0.1
C 1.162875 -2.726570 0.947355 0.0 0.1 -0.3
F -4.967614 0.173535 -0.985782 -0.2 -0.3 -0.3
H 1.587329 3.654609 1.563550 -0.2 0.0 -0.6
H -2.251511 5.418775 -1.129953 -0.5 0.5 -0.1
C 0.755482 4.031845 0.956399 -1.6 -0.2 1.0
C -1.664788 4.007654 0.376393 1.7 -0.1 0.0
C 0.837786 5.233789 0.277161 -0.5 -0.4 -0.3
C -2.703417 -1.912879 3.955623 -0.1 0.0 0.9
H 1.798053 5.665367 0.233466 0.8 0.8 -0.2
C 1.967916 -2.778842 -1.380692 0.1 -0.5 0.1
H 1.329873 -3.142974 1.945780 0.0 0.1 0.0
H -0.998337 -2.925342 -3.176674 0.5 -0.6 0.2
C -0.523710 -1.569338 3.023750 -1.1 -0.2 -0.2
C -2.804702 -0.294523 -2.857281 -0.6 0.9 0.3
H 2.015105 0.653947 1.843442 -0.1 0.0 -0.7
H 1.511844 -4.407860 -3.618677 0.1 0.1 -0.1
C -1.805151 -2.261695 -3.376868 -0.3 -0.1 -0.1
H -3.990865 -3.088708 2.759554 -0.6 -0.3 -0.2
C -3.035628 -2.624711 2.814320 0.2 0.2 0.4
H -4.337606 0.492371 -4.083613 -0.2 -0.1 -0.2
C 2.392123 1.428928 -1.210446 0.7 1.0 -0.4
N -0.006516 -2.190902 0.710809 0.6 -0.3 1.0
C 0.751072 2.150630 4.573106 -0.7 0.5 -0.2
N 1.824584 0.544303 -0.681857 0.2 0.5 -0.5
C -0.244901 5.737875 -0.433971 0.0 1.3 -0.7
H -2.607126 3.488272 0.423809 -0.2 0.0 0.0
I -2.649067 -3.860078 0.064563 0.0 0.0 0.2
C 3.183064 1.141250 3.530957 -2.7 1.4 1.5
H 4.052586 0.718392 3.137436 1.2 -0.4 -0.6
C -3.684642 -0.347217 -3.922496 0.7 -0.8 -0.3
N -1.880751 -1.205126 -2.602126 0.2 0.5 0.5
C -1.429901 -1.367963 4.043004 0.3 -0.3 -0.1
C -2.873661 0.909018 -1.890177 0.3 -0.2 1.4
C 0.770055 1.639609 3.279004 0.4 -0.2 -0.2
N 3.055783 2.365098 -1.881828 -0.9 -1.2 1.2
O 3.234256 -4.931728 2.452837 1.1 0.7 1.3
H -1.067904 -0.791824 4.876379 -0.2 0.1 0.4
F -3.858184 1.460688 0.298001 0.6 -0.4 -0.4
H -4.671362 2.207420 -2.273504 0.5 -0.2 -0.3
H 4.043695 1.808485 5.386666 0.2 -0.1 0.3
N 3.688638 4.545534 -0.835779 -0.3 -1.4 -0.6
N -1.546256 1.249751 -1.404897 0.8 0.4 -0.7
C 4.351058 -3.933718 -0.498514 0.1 -1.4 -0.6
C 3.457413 -3.545393 0.454292 -0.4 0.3 -0.9
C -3.584409 -1.477335 -4.732178 -1.5 -0.1 -0.3
H -0.185436 6.672681 -1.023550 0.5 -0.6 0.4
H -4.270751 -1.677004 -5.565414 0.3 0.4 0.3

97
Properties=species:S:1:pos:R:3:forces:R:3 method="wB97M-V/def2-TZVPD" orbital_gap_ev="5.1 / 5.3" spin_multiplicity=8 e_homo_ev="-4.511 / -6.051"
C -4.756557 1.943562 0.206058 0.0 -0.1 -0.2
H 5.030458 -3.072441 3.652408 -0.6 0.0 0.1
H 1.355159 -6.989090 3.129893 -0.2 -0.1 0.0
H -5.165842 4.840197 -1.523537 0.0 0.1 -0.1
C -5.075787 7.931657 -2.944209 0.1 0.0 0.1
C 2.547975 -4.650581 5.343668 -0.4 0.5 -0.8
C -2.844750 7.196886 -2.358409 -0.5 -0.1 -0.1
H 1.674121 -3.330987 -2.280643 -0.2 -0.3 0.3
H 0.182494 -2.090363 -0.862134 0.0 -0.5 0.3
H -0.871392 -7.061385 0.191566 0.3 0.3 -0.2
H 0.141973 1.933830 -0.794405 0.3 0.0 -0.1
H 0.820039 -4.845553 -2.073808 0.3 0.3 0.4
C 1.451322 -4.224381 4.555689 -0.1 -0.2 0.9
H 1.582256 -7.110318 -0.592957 -0.1 0.1 0.3
C -1.212859 -1.446385 3.483448 0.3 0.0 0.5
C -0.107083 -3.132939 -1.101469 0.1 -0.1 -0.7
C -4.537015 1.371847 -2.129993 0.1 0.0 0.0
H 3.565333 -0.565075 -1.615978 -0.2 0.5 0.0
C 4.009331 -3.361708 3.943407 -0.4 0.7 -0.7
H 1.625512 5.131205 -4.682546 0.2 0.0 0.1
C 1.209365 -6.470392 0.230888 0.0 -0.9 -0.4
H -0.218125 -4.628644 5.834234 -0.1 0.2 -0.6
C 1.171637 1.826761 -1.156248 0.3 0.1 -0.1
H -1.532086 -2.979036 0.511728 0.2 -0.4 0.0
P -2.157338 4.667185 -1.314979 -0.9 0.6 -0.1
C 2.164596 -5.319374 0.368282 0.0 0.8 0.0
C -0.284823 -6.178046 -0.129843 0.4 -0.8 -0.2
C 3.773512 7.594007 -3.814631 0.0 0.0 0.2
C 2.874008 -2.870066 3.209480 1.2 -0.1 0.2
C 2.193467 5.784630 -4.033550 0.4 0.3 0.2
H -0.280967 -8.029410 5.818517 0.1 0.2 0.3
C -4.755736 5.769847 -1.909039 0.0 0.3 -0.3
H 4.464157 8.299913 -4.272449 -0.1 -0.1 0.1
C 2.053464 5.719526 -2.637918 0.1 0.1 0.0
C 1.794281 0.582611 -1.119570 0.1 -0.1 -0.2
H -5.898371 0.380012 -0.766948 0.3 0.2 -0.1
H -2.059035 -0.824615 3.850430 0.5 -0.5 0.1
C 0.121262 -4.864368 4.806378 -0.6 -1.0 0.0
H -6.691047 6.546691 -2.477147 0.4 0.2 0.0
C 3.829421 -4.207113 5.032922 -0.4 0.0 0.1
H -1.549897 -5.195680 1.364585 0.2 0.4 -0.4
C 3.597453 7.592112 -2.423363 -0.1 -0.2 -0.3
H 2.971200 -2.228248 2.336649 0.5 0.0 0.1
H 0.280102 3.903097 -4.102688 -0.5 0.1 0.2
H -0.590637 -4.512163 4.036605 0.1 0.0 0.5
H -2.228450 4.345861 -3.788370 0.4 -0.2 0.1
C 3.765936 1.534044 -2.147323 -0.1 0.0 0.2
H -4.816476 0.757858 -2.982797 0.0 0.0 0.2
C -3.693450 8.176257 -2.888616 -0.1 -0.5 0.2
C -0.911815 -3.731604 0.002575 -0.3 0.6 1.0
C -3.371068 5.975476 -1.896802 -0.1 0.0 0.2
C 2.102441 -4.214829 -0.396266 0.5 0.2 0.5
H -1.602931 -2.148309 2.740956 -0.1 -0.2 0.1
Eu 0.512689 -0.139289 2.285052 0.1 0.1 0.0
H 1.315140 -7.330421 6.222600 -0.3 -0.1 0.2
H 4.774301 1.426671 -2.538148 -0.1 -0.1 0.1
N 0.175543 -6.319553 4.753054 -0.8 0.5 0.2
C -0.168918 4.186258 -3.144221 -1.3 -0.1 0.1
C -5.136421 1.154021 -0.887989 0.2 0.3 0.1
C 3.059455 6.710055 -4.623045 -0.2 -0.1 0.2
H 2.793739 -3.353481 -0.231547 -0.3 -0.9 0.1
H -3.121712 2.521602 -3.279800 -0.2 0.0 0.3
H 0.027209 -8.057415 3.681880 0.1 0.3 -0.3
C 1.137822 -3.943081 -1.527796 0.0 0.3 -0.6
H 1.254549 -0.290497 -0.727096 0.2 0.4 -0.2
C -5.613059 6.738528 -2.449834 0.4 0.0 0.1
H 2.930441 -5.441042 1.165100 -0.5 0.4 -0.7
H -0.769683 -2.974882 -1.967686 0.2 -0.2 0.0
C -0.929644 -4.975272 0.482136 -0.4 0.2 0.0
H 2.546461 6.682784 -0.771342 0.1 -0.1 -0.1
C 0.265920 -7.083101 5.958539 0.3 0.0 0.0
H 4.133589 8.308148 -1.796003 -0.2 -0.2 -0.2
C -3.587395 2.384226 -2.305011 -0.5 -0.1 0.5
H -3.499545 3.566152 0.898425 -0.1 -0.1 -0.2
H -3.276640 9.118826 -3.255671 -0.2 -0.3 0.1
H -0.173328 -6.502482 6.785401 0.1 -0.4 -0.2
H 3.160617 6.731419 -5.713607 0.0 0.1 0.5
H 2.356656 -5.339409 6.164768 0.1 0.1 -0.2
C 3.166026 2.800945 -2.166804 -0.2 -0.7 0.2
C 1.860912 2.938809 -1.681151 0.1 0.0 -0.4
H -0.358612 -6.160628 -1.231143 -0.2 0.1 0.5
C -3.810253 2.955782 0.048941 -0.3 -0.2 -0.6
H 1.274614 -7.119325 1.122114 -0.1 0.5 -0.4
C 3.091173 0.424256 -1.628957 -0.1 0.2 0.1
H -5.208926 1.781301 1.180125 0.1 -0.1 -0.1
P 0.944765 4.524266 -1.750248 0.3 0.5 0.0
H -1.768376 7.362445 -2.322240 -0.2 0.0 0.0
H 4.654901 -4.544397 5.659142 0.0 0.2 -0.4
H -0.674110 -2.030351 4.289101 -0.9 0.6 -0.5
C -3.271037 3.215366 -1.224522 0.2 -0.2 0.4
H -5.738224 8.686182 -3.368347 0.2 -0.2 0.1
H 3.703744 3.660997 -2.568928 -0.2 -0.3 0.1
H -0.333317 -6.557264 2.739040 0.2 -0.2 0.2
C 2.723177 6.670520 -1.844719 0.1 -0.2 -0.4
C 0.313860 -7.007248 3.511006 0.3 0.1 0.0
C 1.625265 -3.263267 3.593842 1.0 -0.9 0.4
C -1.502105 4.360880 -2.966144 1.5 -0.1 -0.7

85
Properties=species:S:1:pos:R:3:forces:R:3 method="wB97M-V/def2-TZVPD" de_lowest_kj_mol=0.00 orbital_gap_ev=7.1 charge=-1 e_homo_ev=-4.793
H -3.669132 2.086042 1.446831 0.0 0.0 0.1
C 1.125723 3.139132 3.824763 -0.2 0.0 -0.1
H 1.036713 -5.902341 -0.255428 -0.3 0.0 -0.1
H -1.411031 5.932993 -1.194747 0.0 0.0 -0.1
H -2.549654 5.659998 -2.541129 0.2 0.0 0.1
C -1.496910 5.596647 -2.235675 0.1 0.0 0.0
H 0.515748 -3.207695 -5.981369 -0.1 0.1 0.0
C -1.122227 -6.125043 -0.417789 0.0 0.0 0.1
H -1.287965 -0.483700 -5.053688 -0.1 0.1 0.3
Si -0.424985 6.624460 -3.361501 -0.1 -0.2 0.2
H -3.244589 -3.646055 -1.434927 0.2 -0.2 0.1
C -1.109451 -3.513287 -1.382485 -0.4 0.4 -0.6
C -0.516823 -2.940090 -5.716020 0.1 -0.2 -0.4
C 2.275553 0.073991 -3.145397 -0.1 -0.1 -0.1
Cd -0.089798 0.372803 -0.176439 0.1 -1.3 -0.6
C -0.977318 8.419948 -3.403477 0.0 0.0 -0.1
N -0.089399 -3.441861 2.524102 0.2 -0.1 0.1
H -0.860094 8.881951 -2.414264 0.0 -0.1 -0.1
C 1.239453 -3.678494 3.056288 -0.2 -0.1 -0.1
C -1.105695 -4.425437 2.846607 0.0 0.2 0.0
H 3.938532 -1.975780 -3.728251 -0.1 -0.1 0.1
H 2.319235 -2.693006 -3.508466 0.1 0.1 0.2
Cl -0.290456 2.295118 -1.834975 0.0 0.0 0.4
H -2.055393 -4.141076 2.382459 0.2 0.0 0.1
H -1.156677 -3.698167 -6.188292 0.1 0.1 0.0
C -3.652398 1.501627 2.367832 -0.2 0.1 -0.1
C -2.328793 -5.493503 -0.740123 0.1 0.0 0.1
C -2.319683 -4.178307 -1.200126 0.2 -0.3 0.0
C -0.691909 -2.952703 -4.233985 -0.1 0.3 0.1
H 1.649192 6.849028 -2.016285 0.0 -0.1 -0.1
H -0.337227 5.334451 2.927174 -0.1 -0.2 0.1
H -4.672625 1.295801 2.695861 0.1 -0.1 -0.1
H -1.236741 -4.484739 3.936070 -0.1 0.0 -0.2
C 3.165733 -2.220544 -2.986474 -0.2 0.1 0.2
H 3.574955 -2.919706 -2.245929 -0.1 0.1 -0.3
H -0.384162 8.998990 -4.122918 -0.1 -0.1 0.1
H 1.924890 0.910387 -2.533769 0.1 -0.3 -0.2
H -1.122956 -7.153803 -0.051977 0.0 0.3 -0.1
O -2.308180 0.067937 0.606004 -0.2 0.4 1.3
H 1.661630 -4.598898 2.624152 0.0 0.2 0.1
N 2.745746 -1.012724 -2.302692 0.5 -0.1 0.3
H -0.750790 -1.977171 -6.182804 0.1 -0.2 0.1
C -1.138648 -2.081348 -1.955958 -0.4 0.3 0.4
H 3.155222 -1.842775 -0.456887 -0.1 0.4 -0.2
H -2.078359 -1.597993 -1.601025 -0.1 -0.4 0.0
H -1.183319 4.541190 -2.270338 -0.1 0.3 0.0
S -2.803156 -0.052471 2.027386 0.8 -0.8 -0.8
C 0.089648 -5.435953 -0.539681 -0.2 0.2 -0.2
C 2.794754 -0.912525 -0.956308 -0.6 0.5 -0.3
H 3.097555 0.393902 -3.801075 -0.1 0.1 0.1
H 1.871239 -2.821032 2.810706 -0.1 -0.2 0.1
H -0.396438 -3.885275 -3.747236 -0.1 0.2 0.0
H 1.987647 7.055128 -3.752188 -0.1 -0.1 0.1
H 1.752850 4.034369 3.722441 0.0 -0.2 0.0
C -0.894415 4.400471 3.087400 0.0 -0.3 0.0
H -1.348454 4.407862 4.085670 0.1 0.1 -0.2
N -0.024925 3.246143 2.939877 0.0 0.5 0.1
H 1.453545 -0.286041 -3.781065 0.1 0.1 0.3
O -1.698771 -0.135118 2.985360 -0.6 0.4 -0.3
O 0.522011 -1.580885 1.330721 -1.0 -0.9 0.8
H -2.656111 -0.492928 -3.920021 0.3 0.0 0.0
H -1.684568 4.325252 2.334929 0.1 0.1 0.2
C -0.150248 2.447334 1.881576 1.3 -1.4 -0.7
H -3.128782 2.044436 3.156461 0.1 -0.1 -0.1
C 0.095871 -4.133344 -1.039596 -0.2 0.0 0.0
O -0.061577 -1.398525 -1.499344 1.1 1.2 0.5
H -1.043591 2.636185 1.255106 0.3 -0.1 0.2
C 1.409893 6.475921 -3.019873 -0.1 0.0 0.0
H -1.110454 0.220148 -3.414032 -0.1 -0.4 -0.2
H -1.412589 -2.302122 1.463310 0.4 0.0 0.0
H 1.695391 2.249111 3.552820 -0.1 0.2 0.0
C -1.561062 -0.602077 -3.998015 -0.1 0.2 0.0
O -3.779001 -1.128622 2.136324 0.1 0.5 0.1
C -0.341833 -2.377190 1.733827 0.5 0.7 -0.7
Cl -0.705489 5.835582 -5.269003 0.0 0.1 -0.2
O 0.689741 1.558829 1.592288 -1.5 1.5 0.4
H 0.769994 3.061615 4.858153 0.1 0.0 -0.1
H 1.716471 5.424118 -3.082276 -0.1 0.2 0.0
H -3.277541 -6.020828 -0.630170 0.3 0.1 0.0
O 2.466378 0.093594 -0.318041 0.2 -0.8 -0.4
H 1.022264 -3.568663 -1.152145 -0.3 -0.1 0.0
C -1.143899 -1.944946 -3.479913 0.2 -1.0 0.1
H -2.033551 8.496312 -3.692064 0.2 0.0 0.1
H -0.814220 -5.420314 2.481058 -0.1 0.2 0.0
H 1.163988 -3.809897 4.144798 0.1 0.1 -0.2